The following is a DFT calculation (wB97M-V/def2-TZVPD) of an isolated molecule of C12H12O2S3 in a non-equilibrium geometry.

CARTESIAN COORDINATES (ANGSTROEM)
S: -1.402 -1.231 2.841
S: 0.176 0.334 0.785
S: -0.115 -2.523 1.767
O: -1.576 2.898 0.417
O: 2.871 0.435 -0.630
C: 4.303 -1.489 -0.716
C: -2.463 2.252 0.908
C: 4.263 -2.715 0.202
C: -3.710 0.750 2.326
C: 0.901 -1.297 0.963
C: -4.720 1.611 1.504
C: -3.855 2.805 1.027
C: 2.147 -1.589 0.410
C: 2.794 -2.958 0.531
C: -1.324 0.132 1.731
C: 3.070 -0.741 -0.306
C: -2.383 1.032 1.662
H: -5.077 1.035 0.660
H: 4.838 -2.464 1.110
H: -3.687 1.091 3.392
H: 5.200 -0.900 -0.583
H: 4.242 -1.784 -1.756
H: -5.544 1.962 2.134
H: 4.647 -3.598 -0.310
H: 2.386 -3.581 -0.270
H: -4.214 3.150 0.027
H: 2.598 -3.445 1.467
H: -3.964 -0.318 2.264
H: -3.862 3.646 1.710

Cartesian forces (eV/Å) of the 6 atoms listed first:
S 0.6 -0.1 -0.6
S -0.1 -0.4 0.3
S 0.2 0.7 -0.2
O 1.2 -0.2 -0.7
O 0.0 -1.3 0.7
C 0.0 -0.8 0.8

Output
LUMO: -0.52 eV
Gap between HOMO and LUMO: 0.292 Eh
E_HOMO: -8.48 eV
Structure (SMILES): O=C1CCC/C1=C1\SS/C(=C2\CCCC2=O)S1